[1]
Molecular formula: C33H38ClN5O4
Method: DFT, ωB97M-V/def2-TZVPD

Summary:
frontier orbital gap: 7.14 eV
DFT total energy: -62987.410 eV
HOMO level: -7.5 eV

The geometry in XYZ format:
```
81
Properties=species:S:1:pos:R:3:mulliken_charge:R:1
C -0.4534 -0.0073 -2.0902 -1.563
C 0.0996 1.4477 -1.6132 -0.710
N -0.1574 1.5737 -0.1112 0.528
C 0.7816 1.4187 0.8028 -1.134
C 0.2036 1.2217 2.0228 -0.046
N -1.2304 1.1047 1.8378 0.398
C -1.2764 1.2647 0.4628 -0.444
C -2.4004 1.1387 2.7018 -1.088
H 0.1426 -0.3793 -2.9402 0.671
H -1.5284 -0.1233 -2.0752 0.357
H -0.0434 -0.6483 -1.6072 0.604
H 0.0536 2.1467 -2.2792 0.989
H 1.1536 1.0187 -1.7202 -0.248
H 1.8016 1.5587 0.6438 0.935
H 0.7846 1.0737 3.0258 -0.383
H -2.0924 1.1297 -0.1702 0.696
H -3.1324 1.4007 2.0738 0.484
H -2.2984 1.5887 3.6978 0.370
H -2.5504 0.1707 3.0488 0.353
Cl 2.7466 3.9617 -0.1512 -0.730
N -2.9284 -1.4393 0.1628 0.019
C -2.3104 -2.1643 1.0268 0.557
C -2.8254 -2.4993 2.3308 -1.143
C -4.1224 -2.2213 2.6058 -0.289
C -4.8254 -1.4393 1.7688 -0.704
C -4.2864 -1.0933 0.5578 -0.316
H -1.2064 -2.4233 0.9698 -0.001
H -2.3134 -3.2213 2.8748 0.556
H -4.5194 -2.5973 3.5428 0.437
H -5.8284 -1.1243 1.8458 0.490
H -4.7144 -0.4853 -0.3142 0.401
N -3.4434 -4.4683 -4.3192 -0.588
C -3.7734 -4.6443 -3.1182 -0.158
C -2.9884 -4.1843 -2.0242 -0.362
C -1.7124 -3.6023 -2.2472 -0.343
C -1.3334 -3.4443 -3.5032 -0.319
C -2.3234 -3.8673 -4.5662 -0.346
H -4.7284 -5.1303 -2.8012 0.283
H -3.2984 -4.4273 -0.9302 0.201
H -1.1934 -3.4543 -1.4452 0.874
H -0.4454 -2.8573 -3.8502 0.271
H -2.0844 -3.8103 -5.5452 0.485
N 0.7696 2.3027 7.9138 -0.517
C -0.3434 1.4697 7.9708 -0.273
C -0.6744 0.5677 6.9078 -0.388
C 0.2186 0.4927 5.8258 -0.184
C 1.3376 1.4627 5.7668 0.013
C 1.5736 2.3757 6.8478 -0.236
H -0.9764 1.4127 8.7848 0.405
H -1.6374 -0.1523 6.8328 0.210
H -0.0024 -0.0673 4.9008 0.634
H 2.1476 1.4737 4.9108 0.170
H 2.5216 3.2317 6.8838 0.228
C 2.4596 1.2737 -4.8912 -0.652
C 1.6166 1.7677 -6.1642 -0.961
C 1.2026 3.0447 -6.3022 0.827
C 1.3566 3.9107 -5.2132 -0.421
C 2.0456 3.5457 -3.9992 -0.325
C 2.7236 2.2677 -3.8992 0.485
O 3.4696 2.0317 -2.8492 -0.426
O 0.7426 3.5897 -7.4682 -0.571
H 2.7816 0.2457 -4.8252 0.410
H 1.5006 1.0737 -6.8862 0.542
H 0.8336 4.9307 -5.4172 0.072
H 1.9866 4.2327 -3.1792 0.456
H 3.5446 2.7947 -2.2812 0.112
H 0.5296 4.5327 -7.5362 0.307
C 4.1236 -0.0633 -0.0362 -0.929
C 3.9336 0.0237 1.4988 -0.952
C 2.8866 -0.7633 2.0438 -0.020
C 2.0856 -1.5063 1.1988 0.470
C 2.2926 -1.6683 -0.2092 -2.353
C 3.2706 -0.8843 -0.8132 0.888
O 3.4286 -1.1203 -2.1162 -0.612
O 2.6486 -0.7563 3.3798 -0.446
H 4.8836 0.5507 -0.4182 0.406
H 4.5776 0.5457 1.9928 0.774
H 1.2346 -2.1553 1.7008 0.056
H 1.9626 -2.2973 -0.6562 2.013
H 4.0766 -0.4253 -2.6282 0.401
H 3.4696 -0.7543 3.8508 0.339
```



[2]
Molecular formula: C29H24IOPY
Method: DFT, ωB97M-V/def2-TZVPD

Summary:
frontier orbital gap: 7.89 eV
charge: +1
DFT total energy: -50936.298 eV
HOMO level: -10.8 eV

The geometry in XYZ format:
```
57
Properties=species:S:1:pos:R:3:nbo_charge:R:1
Y 0.5073 0.3707 -0.5123 1.899
C -3.6020 6.1505 2.0589 -0.189
C -4.1710 5.5105 0.9709 -0.199
C -3.4874 4.4800 0.3361 -0.231
C -2.2288 4.0924 0.7823 -0.262
C -1.6671 4.7288 1.8908 -0.216
C -2.3491 5.7571 2.5200 -0.201
P -1.3390 2.7306 -0.0089 0.776
C -2.0608 2.4044 -1.6436 -0.354
C -2.1711 3.3363 -2.6773 -0.131
C -2.5729 2.9313 -3.9383 -0.183
C -2.8569 1.5898 -4.1964 -0.186
C -2.7539 0.6515 -3.1854 -0.202
C -2.3619 1.0679 -1.9126 -0.271
C 0.2832 3.4617 -0.4399 -0.337
C 0.5307 4.8316 -0.5395 -0.222
C 1.8000 5.2598 -0.8917 -0.191
C 2.8124 4.3355 -1.1502 -0.219
C 2.5470 2.9789 -1.0613 -0.127
C 1.2761 2.4984 -0.6951 -0.669
H -4.1336 6.9540 2.5514 0.226
H -5.1471 5.8076 0.6104 0.225
H -3.9409 3.9805 -0.5106 0.219
H -0.6891 4.4401 2.2583 0.222
H -1.9047 6.2546 3.3718 0.226
H -1.9208 4.3758 -2.5001 0.225
H -2.6557 3.6589 -4.7350 0.230
H -3.1664 1.2847 -5.1874 0.231
H -2.9985 -0.3860 -3.3717 0.228
H -2.3809 0.3469 -1.0925 0.211
H -0.2448 5.5597 -0.3307 0.222
H 2.0061 6.3203 -0.9636 0.222
H 3.7995 4.6898 -1.4197 0.220
H 3.3469 2.2755 -1.2723 0.198
I 2.8637 -0.3259 1.4670 0.258
C 4.0839 -0.5733 -0.2229 -0.093
C 5.4192 -0.6016 0.0499 -0.245
C 6.3289 -0.7818 -1.0165 -0.201
C 5.8609 -0.9242 -2.2870 -0.179
C 4.4709 -0.8910 -2.5609 0.030
C 3.9963 -1.0655 -3.8926 -0.190
C 2.6662 -1.0481 -4.1701 -0.211
C 1.7404 -0.8267 -3.1158 -0.210
C 2.1164 -0.6501 -1.8051 -0.621
C 3.5236 -0.7049 -1.5238 -0.140
H 5.7880 -0.4916 1.0599 0.233
H 7.3897 -0.8085 -0.8078 0.232
H 6.5473 -1.0683 -3.1125 0.223
H 4.7222 -1.2173 -4.6829 0.222
H 2.3169 -1.1904 -5.1849 0.224
H 0.6829 -0.8075 -3.3939 0.196
C 0.4193 -3.1056 -0.0182 -0.252
O -0.2198 -1.8817 0.4343 -0.789
H -0.3319 -3.8808 -0.1464 0.196
H 1.1755 -3.4100 0.7022 0.197
H 0.8975 -2.8782 -0.9647 0.219
H -0.6860 -2.0565 1.2587 0.509
```



[3]
Molecular formula: C5H12NO2
Method: DFT, ωB97M-V/def2-TZVPD

Summary:
frontier orbital gap: 6.52 eV
charge: -1
DFT total energy: -10963.568 eV
HOMO level: -2.7 eV

The geometry in XYZ format:
```
20
Properties=species:S:1:pos:R:3:nbo_charge:R:1
C 2.2882 0.2131 0.4555 -0.027
O 2.7948 0.2424 -0.7874 -0.949
C 0.6383 -0.0344 0.4424 -0.094
C -0.0055 1.3704 0.6604 -0.479
C -1.4768 1.5070 0.7906 -0.161
C -2.4526 0.7524 0.2860 -0.431
N 0.3864 -0.7158 -0.8102 -0.922
H 2.4910 1.1450 1.0126 0.087
H 2.7858 -0.6510 0.9340 0.089
H 0.4910 -0.6164 1.3385 0.149
H 0.5709 1.8753 1.4614 0.208
H 0.3448 1.9341 -0.2243 0.224
H -1.7383 2.5439 1.0538 0.172
H -2.4398 -0.2416 -0.1221 0.224
H -3.4540 1.1351 0.4320 0.170
H -0.1099 -0.1568 -1.4921 0.351
H 1.3558 -0.8103 -1.1817 0.416
H -1.1350 -2.1328 -0.8441 0.506
H -1.8453 -3.2939 -0.2870 0.451
O -2.0427 -2.5029 -0.7966 -0.984
```



[4]
Molecular formula: C25H68O9
Method: DFT, ωB97M-V/def2-TZVPD

Summary:
SMILES string: CC(C)O.CC(C)O.CC(C)O.CC(C)O.CC(C)O.CC(C)O.CC(C)O.CC(C)O.CO
frontier orbital gap: 9.90 eV
DFT total energy: -45455.172 eV
HOMO level: -9.4 eV

The geometry in XYZ format:
```
102
Properties=species:S:1:pos:R:3:mulliken_charge:R:1
C 4.3314 2.3713 -2.6935 -1.267
C 4.1025 0.8735 -2.7876 0.380
C 2.9968 0.3847 -1.8640 0.054
O 3.8311 0.4575 -4.1182 -0.624
H 3.4055 2.8901 -2.4198 0.128
H 4.7171 2.7468 -3.6355 0.364
H 5.0155 2.5779 -1.8662 0.389
H 5.0206 0.3510 -2.5051 0.389
H 3.1692 -0.6479 -1.5542 0.209
H 2.0588 0.3627 -2.4251 -0.506
H 2.8500 1.0226 -0.9943 0.097
H 2.9266 0.7557 -4.3038 0.387
C -0.3064 3.1267 4.4246 -1.646
C 0.0268 2.5082 3.0777 1.513
C 1.0803 3.2975 2.3377 -1.070
O 0.4826 1.1647 3.3286 -0.530
H 0.6225 3.2130 4.9972 0.346
H -1.0273 2.5369 4.9842 0.423
H -0.6729 4.1468 4.2905 0.410
H -0.8831 2.4819 2.4574 -0.521
H 0.6885 4.2634 2.0169 0.384
H 1.3890 2.7550 1.4338 0.067
H 1.9897 3.4290 2.9260 0.374
H 0.7203 0.7765 2.4742 0.079
C 2.4749 -5.4567 0.5217 -1.484
C 2.4098 -4.3134 1.5237 0.475
C 3.0620 -3.0707 0.9888 -0.897
O 1.0274 -3.9932 1.8379 -0.575
H 3.5140 -5.7594 0.3743 0.445
H 1.9919 -5.2403 -0.4302 0.235
H 1.9705 -6.3484 0.9197 0.384
H 2.9183 -4.6294 2.4372 0.516
H 3.2347 -2.3363 1.7779 0.264
H 2.5139 -2.5906 0.1756 -0.055
H 4.0358 -3.3358 0.5693 0.513
H 0.7224 -4.5960 2.5224 0.260
C 0.1640 -2.3297 4.3668 -0.857
C -0.1534 -1.5958 5.6443 0.461
C 1.1078 -1.3417 6.4872 -1.366
O -0.7910 -0.3290 5.3516 -0.520
H 0.8146 -1.7214 3.7306 0.099
H -0.7251 -2.5189 3.7573 0.138
H 0.6270 -3.2934 4.5942 0.395
H -0.8905 -2.1385 6.2401 0.370
H 1.5506 -2.2815 6.8328 0.421
H 0.8059 -0.7437 7.3436 0.342
H 1.8642 -0.8283 5.8930 0.262
H -0.3074 0.0662 4.6049 0.428
C -2.6376 -2.8757 0.6041 -0.871
C -1.7706 -3.6668 -0.3816 0.872
C -2.3098 -3.6508 -1.8021 -1.453
O -0.4346 -3.1436 -0.4302 -0.318
H -2.4239 -3.1929 1.6273 0.238
H -3.6966 -2.9792 0.3794 0.447
H -2.3715 -1.8177 0.5559 -0.141
H -1.7149 -4.7085 -0.0402 0.295
H -2.3152 -2.6489 -2.2329 0.109
H -3.3453 -4.0019 -1.8227 0.447
H -1.7159 -4.3324 -2.4123 0.371
H 0.0561 -3.4931 0.3277 -0.008
C -3.5866 1.1750 -0.6329 -0.581
C -4.1995 1.5076 0.7017 0.607
C -3.9052 2.9422 1.1217 -1.256
O -5.5989 1.2403 0.6553 -0.557
H -2.4928 1.2573 -0.5998 -0.308
H -3.8543 1.9191 -1.3936 0.360
H -3.8737 0.1845 -0.9776 0.427
H -3.7809 0.8851 1.5026 0.115
H -2.8479 3.1548 0.9485 -0.082
H -4.0799 3.1069 2.1863 0.403
H -4.5032 3.6599 0.5495 0.553
H -6.0739 2.0487 0.8646 0.338
C -0.9771 3.9965 -1.1305 -1.013
C -0.7177 3.1640 -2.3639 1.964
C -0.7930 3.9966 -3.6309 -1.676
O 0.5946 2.5783 -2.2150 -0.438
H -0.5653 3.4953 -0.2540 -0.123
H -2.0420 4.1520 -0.9399 0.280
H -0.5341 4.9920 -1.2217 0.511
H -1.4646 2.3576 -2.4274 -0.746
H -0.7316 3.3895 -4.5401 0.306
H 0.0393 4.7033 -3.6437 0.359
H -1.7431 4.5328 -3.6979 0.451
H 0.9106 2.3333 -3.0948 0.172
C -1.2716 0.4726 -4.1586 -0.603
C 0.1295 -0.0382 -4.3521 1.357
C 0.2326 -1.0844 -5.4569 -1.680
O 1.0349 1.0558 -4.6188 -0.583
H -1.9665 -0.3475 -3.9763 0.450
H -1.6179 1.0603 -5.0110 0.394
H -1.2988 1.1134 -3.2706 -0.379
H 0.4917 -0.4827 -3.4234 -0.440
H -0.2774 -2.0063 -5.1693 0.357
H 1.2733 -1.3231 -5.6670 0.404
H -0.2720 -0.7236 -6.3601 0.394
H 0.7993 1.4375 -5.4730 0.303
C 0.1460 -0.1984 -0.0294 -0.379
O 0.9606 -0.5931 1.0764 -0.168
H 0.2836 0.8609 -0.2728 0.336
H 0.3286 -0.7815 -0.9281 0.331
H -0.9208 -0.2450 0.2284 -0.142
H 0.9682 -1.5573 1.0777 -0.087
```



[5]
Molecular formula: C4H6FN2
Method: DFT, ωB97M-V/def2-TZVPD

Summary:
SMILES string: FC[n+]1cc[nH]c1
frontier orbital gap: 10.89 eV
charge: +1
DFT total energy: -9934.373 eV
HOMO level: -14.4 eV

The geometry in XYZ format:
```
13
Properties=species:S:1:pos:R:3:nbo_charge:R:1
F 2.7327 -0.5126 0.2943 -0.275
C 2.0677 0.5527 -0.1012 0.331
N 0.3080 0.1592 -0.0063 -0.345
C -0.1508 -1.1476 -0.0544 -0.077
C -1.5302 -1.0206 0.0280 -0.023
N -1.8635 0.2894 0.3278 -0.478
C -0.7118 0.9938 0.2009 0.242
H 1.9847 0.4716 -1.1469 0.179
H 2.3976 1.4912 0.2511 0.210
H 0.2501 -2.0317 -0.4689 0.265
H -2.2370 -1.7511 -0.1773 0.247
H -2.7872 0.4487 0.6923 0.469
H -0.4604 2.0569 0.1605 0.254
```



[6]
Molecular formula: C36H28NNiO6P2SSe
Method: DFT, ωB97M-V/def2-TZVPD

Summary:
frontier orbital gap (alpha / beta): 7.04 / 5.81 eV
charge: -1
spin multiplicity: 3
DFT total energy: -187361.072 eV
HOMO level (alpha / beta): -4.8 / -4.5 eV
<S²>: 2.01

The geometry in XYZ format:
```
76
Properties=species:S:1:pos:R:3:mulliken_spin:R:1
Ni -1.2533 1.3520 -0.1154 0.897
O -0.2456 -0.3456 -2.5374 -0.002
C 0.1644 -1.4306 -1.8044 -0.017
C 1.3059 -2.1437 -2.1490 0.001
C 1.6384 -3.2816 -1.4348 -0.001
C 0.8260 -3.7224 -0.3967 -0.002
C -0.3106 -3.0022 -0.0688 -0.006
C -0.6511 -1.8308 -0.7434 0.010
P -2.1551 -0.8356 -0.3885 -0.031
C -2.1453 -0.3767 1.3931 0.020
C -3.2360 0.3343 1.7643 0.051
C -3.6362 0.5139 3.1458 -0.023
C -2.9248 -0.0048 4.1541 0.025
C -1.6052 -0.5841 3.8876 -0.049
C -1.1783 -0.7718 2.4372 0.028
C -3.3289 -2.2734 -0.3484 -0.003
C -3.5838 -2.8894 -1.5757 -0.001
C -4.4345 -3.9778 -1.6642 0.000
C -5.0604 -4.4674 -0.5236 -0.001
C -4.8264 -3.8553 0.6971 0.002
C -3.9679 -2.7646 0.7837 -0.002
C 0.6638 0.5841 -3.0180 0.013
C 0.8183 0.6727 -4.3897 0.001
C 1.6114 1.6778 -4.9241 0.000
C 2.2293 2.5898 -4.0828 0.001
C 2.0638 2.4883 -2.7086 -0.005
C 1.2899 1.4781 -2.1527 -0.001
P 1.0364 1.2634 -0.3557 0.003
C 1.8013 2.7097 0.4682 0.000
C 3.1813 2.9000 0.5549 -0.004
C 3.7022 4.0010 1.2174 -0.002
C 2.8477 4.9242 1.8062 0.002
C 1.4760 4.7391 1.7319 -0.002
C 0.9537 3.6370 1.0711 0.018
C 2.3584 -0.0095 -0.0926 0.027
C 2.2186 -0.9215 0.9424 -0.185
C 3.1946 -1.8694 1.2160 -0.061
C 4.3349 -1.9305 0.4317 0.007
C 4.4809 -1.0436 -0.6280 0.000
C 3.5030 -0.0968 -0.8878 0.002
H 1.9260 -1.7929 -2.9641 0.000
H 2.5357 -3.8293 -1.6943 0.000
H 1.0789 -4.6205 0.1521 0.000
H -0.9607 -3.3575 0.7238 0.003
H -3.8995 0.7188 0.9989 0.009
H -4.5809 1.0059 3.3351 -0.002
H -3.2860 0.0101 5.1741 0.002
H -1.1906 -1.2626 4.6251 0.005
H -0.5229 -1.6114 2.2345 -0.001
H -3.1054 -2.5073 -2.4715 0.000
H -4.6172 -4.4410 -2.6259 0.000
H -5.7313 -5.3147 -0.5903 0.000
H -5.3128 -4.2250 1.5916 0.000
H -3.8023 -2.2936 1.7451 0.002
H 0.2889 -0.0292 -5.0206 0.000
H 1.7252 1.7593 -5.9975 0.000
H 2.8245 3.3947 -4.4940 0.000
H 2.5169 3.2247 -2.0568 0.000
H 3.8622 2.1835 0.1156 0.001
H 4.7755 4.1351 1.2750 0.000
H 3.2533 5.7865 2.3214 0.000
H 0.7950 5.4559 2.1710 0.000
H -0.1195 3.5301 0.9991 -0.006
H 1.3167 -0.9059 1.5319 0.192
H 3.0532 -2.5660 2.0334 0.012
H 5.0994 -2.6701 0.6347 0.000
H 5.3609 -1.0898 -1.2583 0.000
H 3.6274 0.5711 -1.7319 0.000
O 0.8311 0.2990 5.3306 0.309
S 0.9366 0.2739 3.8549 0.613
N -0.6339 0.3192 3.2594 0.071
O -1.9557 4.9679 0.2407 0.001
Se -2.2818 3.7696 -0.8042 -0.001
O -2.9429 2.4535 0.0148 0.041
O -0.8448 3.0260 -1.2859 0.035
O -3.1762 4.1959 -2.0798 0.002
```



Asked for M across the records above, the calculation gives 604.15; 635.29; 118.16; 512.81; 101.10; 802.29 g/mol in order.